{"formula": "C66H146O6P4", "method": "ωB97M-V/def2-TZVPD", "homo_lumo_gap_ev": 6.06, "max_force_ev_per_a": 8.00, "e_lumo_ev": -3.0, "total_charge": 2, "homo_ev": -9.1073, "elements": ["C", "H", "C", "H", "C", "C", "H", "C", "H", "H", "H", "H", "P", "C", "H", "H", "H", "H", "H", "H", "H", "H", "C", "H", "H", "C", "O", "H", "H", "H", "C", "H", "H", "H", "H", "H", "C", "H", "O", "H", "C", "C", "H", "O", "H", "H", "C", "C", "C", "H", "H", "C", "H", "H", "H", "H", "H", "H", "H", "C", "H", "C", "H", "C", "H", "H", "C", "H", "H", "H", "H", "H", "C", "H", "H", "H", "C", "H", "C", "H", "C", "C", "H", "C", "P", "H", "H", "H", "P", "H", "H", "H", "C", "O", "C", "H", "H", "C", "H", "H", "O", "C", "H", "C", "H", "H", "H", "H", "H", "H", "H", "C", "H", "H", "H", "H", "H", "H", "H", "C", "H", "C", "H", "H", "H", "C", "H", "C", "H", "C", "H", "O", "C", "H", "C", "C", "C", "H", "C", "C", "C", "H", "C", "C", "H", "C", "C", "H", "H", "H", "C", "H", "H", "H", "H", "C", "H", "H", "C", "H", "H", "H", "H", "C", "C", "C", "H", "H", "C", "H", "C", "H", "H", "H", "H", "H", "H", "H", "H", "H", "H", "H", "C", "C", "H", "C", "C", "H", "C", "H", "H", "H", "H", "C", "H", "C", "H", "C", "H", "H", "H", "H", "H", "H", "H", "H", "H", "H", "H", "H", "H", "H", "H", "H", "C", "H", "H", "H", "H", "H", "P", "C"], "positions_angstrom": [[-0.9857, -3.0031, -1.7240], [-4.2781, -1.5330, -3.2873], [-1.4256, -7.6572, 0.7123], [2.6662, -2.7028, 1.3272], [-5.8395, -6.4738, -0.6341], [4.5723, -7.7762, 2.5808], [-6.2912, 3.4733, 1.3911], [1.4894, 7.2760, -2.6395], [-5.7376, 3.3955, 2.9428], [5.4780, 7.1959, -1.5758], [1.3585, 6.2604, -3.0130], [5.2902, -7.3911, 1.8566], [5.7996, 5.1385, -0.2979], [-1.3906, 2.3766, -2.3497], [-4.0294, -2.9591, -1.1281], [-4.9350, -3.1229, 3.3764], [-4.2505, -4.2393, -2.2363], [4.7137, 7.1428, 0.0620], [-6.7930, -4.0484, -1.6423], [0.9907, 1.5523, -1.0545], [3.1340, 8.5205, -1.8278], [3.1074, -4.6594, 4.8815], [-3.5626, 5.5885, -4.0020], [-5.8518, 1.5460, -3.2825], [1.2332, 7.9064, -3.4910], [-6.1015, -3.2063, -1.6147], [0.0834, -0.2062, 0.8715], [4.7979, -2.2446, -0.0461], [4.4473, 0.8650, 5.2321], [-7.0014, -7.5514, -4.3966], [0.8547, 1.2255, -2.0854], [11.0994, 6.9142, 1.7714], [3.7325, 2.5343, 2.9625], [-1.5591, 2.3481, -1.2732], [1.3471, 3.2257, 3.5653], [-1.0929, 0.2462, -2.4826], [3.6286, -5.2692, 2.9328], [-4.7912, -1.5587, 1.2733], [-1.3698, -4.0440, -2.3643], [-0.6135, -7.0008, 0.3998], [2.9719, 7.5424, -2.2808], [-5.2277, -4.4157, 1.6171], [1.2448, -1.3051, 5.2761], [-1.0440, 1.3280, 1.8682], [-0.3412, -7.4647, 4.5386], [3.5888, 7.6303, -3.1752], [-4.1532, 2.8752, 1.6024], [-2.8759, -5.7609, 0.0823], [-1.0492, -6.6869, 4.8248], [-2.1609, -8.2392, -1.1860], [8.4816, 0.6468, -1.4542], [3.3582, -0.9308, 5.7671], [-6.7101, 1.3684, -7.8632], [2.5171, -1.1172, 2.1311], [10.1946, 7.6027, 0.5044], [5.8872, 4.1513, -2.3638], [6.7229, 2.3501, -0.1686], [-5.2164, 5.1363, -2.8519], [-3.3930, 4.2134, -0.0129], [-5.0039, 7.7760, -4.4436], [5.8157, 4.1580, 1.8477], [3.7643, 3.8589, 1.2618], [-0.5497, -3.7681, 5.0868], [-2.7881, -6.9577, 1.0264], [-5.9874, -8.3654, -1.8062], [-3.1362, 7.5083, -5.0617], [7.6923, 6.8446, 1.0469], [-5.7321, -0.7300, -3.9932], [-3.9294, 5.1786, -4.9430], [8.6602, 3.4031, -1.0093], [6.0961, -1.3019, 0.6461], [-6.1822, -3.8964, 1.5308], [2.4011, 1.3356, 5.5921], [-2.3605, -1.4767, 3.2788], [1.6793, 0.5838, -2.3957], [-5.1654, 4.7471, 2.0277], [8.1412, 2.8029, -1.7567], [-3.2955, -2.5132, 0.9845], [8.9297, 6.8092, 1.9635], [9.9052, 1.6423, -1.9631], [3.4894, 0.3525, 5.1433], [-2.7156, 2.2356, -3.1623], [0.8137, -4.5925, 5.0557], [-0.5446, 1.1518, -2.7421], [-4.7260, -5.0900, -0.0517], [-2.9941, 7.7693, -3.4301], [-3.3825, 3.0732, 2.3473], [-0.8141, 3.2679, -2.5972], [2.3249, -2.8499, 3.6918], [5.3680, -6.1743, 3.9156], [-3.5204, -7.7436, 0.8416], [3.2595, 0.2590, 4.0819], [5.0144, 4.7055, 1.3515], [0.3789, 0.0532, 3.0804], [2.9721, -2.1061, 2.1866], [0.7260, 7.4491, -1.8810], [-5.3225, -7.8410, -5.0553], [8.8391, 1.4556, -2.0916], [-0.5182, -5.9560, 2.9693], [3.5204, 4.3194, 3.1655], [0.0780, -2.5315, -2.1945], [-0.0935, 0.3865, 1.9323], [2.7389, 2.2651, 5.1339], [10.2275, 6.7223, 1.1461], [-2.5450, -5.9872, -0.9313], [-0.6989, -6.3528, 5.8015], [-2.6670, 2.6219, 0.3860], [-6.1799, -3.2299, -3.7322], [6.3217, 1.7422, -1.7537], [6.8662, 6.8796, 1.7571], [7.5344, 7.7066, 0.3988], [0.0032, -4.3666, 4.3628], [8.6224, 1.2342, -3.1366], [-2.0065, -7.2035, 4.7559], [-5.5012, -5.2868, 2.2125], [5.0712, -8.7038, 2.8614], [-0.5252, -8.9193, -0.8572], [-6.3026, -2.5216, -0.7908], [-5.2255, -0.6847, -2.2109], [-5.6034, 2.5755, -3.5402], [0.8035, -3.9518, 2.2984], [2.2080, -1.8151, 5.2871], [-4.3197, 1.8079, 1.7486], [1.3457, 1.2286, 5.3416], [-1.1624, -1.7099, -0.5629], [-5.9570, -7.7681, -4.1720], [-4.4549, -6.4809, -3.3721], [-1.4885, -8.6426, -0.4288], [3.3948, -0.7773, 6.8456], [-3.1770, -1.1132, 2.6549], [-4.3437, 2.2789, -5.2259], [-1.6479, -2.5309, -0.6718], [-4.4447, 2.5497, -0.8997], [4.8885, -1.2442, 2.8005], [-5.8281, 1.7806, -7.3730], [-6.2060, -2.5121, -2.9123], [-4.1540, 4.9338, -2.7161], [-6.0114, -7.1981, 0.1620], [-5.3456, 2.6600, -5.0282], [-6.3156, 1.8581, -5.9017], [7.5024, 5.5142, 0.2155], [7.7424, 4.6484, 0.8327], [0.6196, -3.5141, 3.2795], [-3.5960, 3.1708, 0.2316], [-6.2567, 0.8157, -5.5884], [4.8624, 6.6215, -0.8836], [-5.3215, -1.2583, -3.1327], [-4.8786, 8.8503, -4.5788], [1.1832, 4.0877, 2.0115], [-3.5000, -3.8561, 2.7754], [5.6500, 3.6862, -1.4069], [-4.4741, 1.4623, -0.9693], [4.9208, 5.5736, 2.0040], [-4.9462, 1.1411, -7.4076], [2.6648, -5.6767, 2.6277], [5.0217, -1.4786, 0.6964], [1.4870, 2.4295, 1.9814], [-3.0927, -6.6591, 2.0294], [-5.4901, -6.7634, -3.1803], [0.0759, -2.5754, 3.1728], [4.5274, -3.8929, 4.2495], [3.9925, -4.9318, 1.9623], [-3.8403, -0.5818, 3.3374], [4.5340, -1.9252, 2.0268], [4.3481, -0.1945, 0.2252], [-0.8963, -5.4605, 3.8635], [10.2636, 5.7647, 0.6265], [4.7757, 0.3463, -0.6191], [3.4901, 6.2834, -1.5346], [-7.3414, 2.2231, -5.8503], [3.4950, -4.1420, 4.0039], [-3.1065, 1.2201, -3.0980], [-4.3392, -7.7425, -1.9117], [4.9391, -2.9224, 2.1989], [1.3414, 2.0788, -2.5577], [9.0004, 7.7872, 2.4396], [-0.8976, 1.0330, 0.9664], [-5.9828, -8.7629, -3.7272], [3.2815, -0.2783, 0.0170], [4.2797, -1.4919, 5.6119], [3.7442, 5.5808, -2.3282], [-6.1576, -5.9019, -3.1639], [-5.3808, 3.6812, 1.9533], [-4.4071, -3.3472, 2.4495], [-5.4744, 3.6811, -5.3870], [-4.7003, -3.7885, -1.3517], [1.7395, 3.3226, 2.5530], [-1.9426, -9.5710, -0.0825], [4.4328, -6.5620, 3.5117], [8.8055, 5.9997, 2.6827], [8.0606, 5.3560, -0.7072], [-6.5039, 3.0786, -3.1880], [-5.6716, 2.8134, -7.6842], [-3.9569, -2.0847, 1.7375], [2.4776, 1.4872, 6.6688], [-3.5791, 7.1677, -4.1258], [-0.4023, 1.0763, -3.8201], [6.7046, 2.6154, -1.2256], [-7.2675, -2.2676, -2.8712], [3.9592, -6.9886, 4.3959], [-2.4900, 5.4033, -4.0586], [-6.8486, -6.1022, -0.8126], [4.2594, 0.5361, 1.0293], [-5.4398, 2.9644, -0.7386], [-0.9643, -8.0455, 1.6204], [4.6505, 3.2641, -1.3025], [1.9295, -2.4420, 6.1342], [3.7265, 2.9319, 0.6896], [-2.7255, -0.3035, 2.0817], [3.6540, -8.0446, 2.0584], [8.0816, 3.5153, -2.5795], [3.1493, 4.5636, 0.7022], [-1.8878, -5.0837, 3.6124], [-2.3082, -4.9296, 0.5003], [3.2479, 3.4360, 2.5881], [-5.5026, 7.4504, -5.3566], [-2.5834, 2.3838, -4.2341], [2.7900, 5.7480, -0.8933], [-5.6312, 7.5682, -3.5768], [-3.8036, 5.4511, -1.8230], [-4.1797, 3.1286, -2.5738], [-5.3839, -7.4579, -1.7864]], "mulliken_charge": [0.18, 0.38, -0.80, 1.04, -1.38, -1.28, 0.35, -1.31, 0.45, 0.53, 0.29, 0.31, 0.68, 0.50, -0.07, 0.68, 0.69, 0.58, 0.43, 0.16, 0.45, 0.77, -0.36, 0.28, 0.44, -0.64, -0.54, 0.41, 0.69, 0.36, -1.55, 0.39, 0.20, -0.59, 0.39, 0.02, -0.56, 0.31, -0.75, 0.33, -0.72, -1.27, 0.61, -0.44, 0.37, 0.39, -0.37, -0.47, -1.61, 0.12, 0.30, -1.49, 0.41, -0.44, 0.30, 0.73, 0.42, 0.41, 0.45, -1.25, 0.52, 0.27, 0.54, -0.62, 0.71, 0.38, -0.71, -0.04, 0.28, 0.24, 0.39, 0.62, -1.19, 0.22, 0.46, 0.33, -0.59, -0.60, -0.73, 0.41, 0.65, -1.04, 0.73, -0.31, 0.42, 0.41, 0.50, 0.33, 0.38, 0.40, 0.39, -0.53, -1.34, -0.74, -0.54, 0.33, 0.34, -1.24, -0.12, 0.51, -0.71, 0.33, 0.16, -1.14, 0.87, 0.43, -0.64, 0.39, 0.61, 0.31, 0.45, -1.13, 0.31, 0.39, 0.62, 0.39, 0.41, 0.29, -0.14, -0.69, 0.87, -1.15, 0.04, 0.24, -0.28, -1.37, 0.33, -1.23, 0.61, -1.38, 0.12, 0.58, -0.51, 0.17, -1.29, -1.34, -0.82, 0.63, -0.33, -0.56, -1.31, 0.66, -0.23, 0.56, 0.09, -0.80, 0.10, 0.40, 0.47, -0.91, -0.80, 0.02, 0.73, 0.34, 0.20, -1.05, -0.02, 0.56, 0.16, -0.36, 0.66, 0.45, 0.48, -0.46, -0.33, 1.30, 0.28, 0.21, -0.64, 0.48, -1.27, 0.07, 0.22, 0.52, 0.55, 0.38, 0.20, 0.34, 0.15, 0.28, 0.36, -0.12, -1.62, 0.05, 0.22, -0.31, -1.06, 0.37, -0.64, 0.38, 0.82, 0.70, 0.31, 1.36, 0.46, -0.86, 0.49, -1.06, 0.38, 0.38, 0.19, 0.79, -0.03, 0.42, 0.39, 0.40, 0.70, 0.02, 0.06, 0.28, 0.42, -0.41, -0.84, 0.04, -0.36, 0.31, 0.78, 0.34, 0.32, 0.45, 1.14, -0.83]}